[1]
{"formula": "C31H44AsCdN3O3SSe3", "method": "ωB97M-V with the def2-TZVPD basis set", "elements": ["Cd", "O", "C", "C", "C", "O", "C", "Se", "C", "Se", "H", "H", "H", "H", "H", "H", "H", "H", "H", "H", "C", "C", "C", "C", "C", "C", "C", "C", "C", "S", "C", "N", "H", "H", "H", "H", "H", "H", "H", "H", "C", "N", "C", "Se", "N", "C", "C", "C", "C", "C", "C", "H", "H", "H", "H", "H", "H", "H", "H", "C", "C", "O", "H", "H", "H", "C", "C", "As", "C", "C", "C", "C", "H", "H", "H", "H", "H", "H", "H", "H", "H", "H", "H", "H", "H", "H", "H"], "xyz": [[0.33378, 1.09052, 0.61809], [-0.89194, 2.37154, 3.63299], [-1.27070, 2.24746, 4.97662], [-0.70453, 0.98956, 5.65944], [-0.77080, 1.23076, 7.18059], [-0.85925, 0.03573, 7.96601], [0.75359, 0.74591, 5.24327], [1.96417, 2.28122, 5.50251], [-1.52285, -0.28497, 5.32418], [-2.68867, -0.39863, 3.73941], [0.06214, 2.58731, 3.66448], [-2.36493, 2.20714, 5.00601], [-0.93674, 3.12655, 5.53928], [-1.65237, 1.82536, 7.44081], [0.12167, 1.79520, 7.46684], [-0.11263, -0.51373, 7.70248], [0.80331, 0.47178, 4.19215], [1.17009, -0.07476, 5.84177], [-2.23158, -0.45835, 6.13511], [-0.87691, -1.15941, 5.23096], [0.90039, -1.00977, -2.66236], [-0.56401, -0.70783, -2.81207], [-1.36253, -1.52907, -3.62906], [-2.70760, -1.30792, -3.69298], [-3.28091, -0.27468, -2.92119], [-4.66876, -0.05708, -2.86559], [-5.16502, 0.95176, -2.07635], [-4.31085, 1.82422, -1.40452], [-2.92164, 1.70553, -1.47923], [-1.93509, 2.92273, -0.73801], [-2.38732, 0.56935, -2.19240], [-1.05495, 0.31892, -2.14786], [1.39188, -1.08194, -3.63576], [1.01801, -1.96737, -2.14699], [1.37349, -0.23863, -2.05646], [-0.89346, -2.31260, -4.21315], [-3.34688, -1.91743, -4.32314], [-5.32687, -0.70386, -3.43597], [-6.23820, 1.09266, -2.00183], [-4.71632, 2.64068, -0.82200], [2.34524, 1.51790, -5.30855], [1.17507, 2.05566, -4.67456], [1.12117, 2.58556, -3.40691], [2.54827, 2.81673, -2.30632], [-0.14891, 2.96910, -3.16556], [-0.93112, 2.65032, -4.25706], [-2.28721, 2.81802, -4.49477], [-2.78445, 2.35049, -5.70422], [-1.95221, 1.76167, -6.65301], [-0.58588, 1.62771, -6.43637], [-0.09277, 2.07473, -5.22166], [3.13289, 1.45707, -4.55941], [2.67951, 2.16262, -6.12637], [2.12808, 0.52231, -5.70221], [-0.61221, 3.06034, -2.17799], [-2.92733, 3.27533, -3.75363], [-3.84493, 2.43031, -5.90644], [-2.37653, 1.39356, -7.57902], [0.05778, 1.17576, -7.18012], [-2.32392, -1.40031, 1.07231], [-1.53565, -1.07587, 2.30350], [-0.34754, -0.85047, 2.24656], [-1.91485, -2.28433, 0.57880], [-2.19919, -0.55058, 0.38763], [-3.38090, -1.54066, 1.29441], [4.64337, -0.78438, -0.34514], [3.95993, -2.10225, 0.00920], [2.34946, -1.80854, 1.14923], [3.24416, -1.15607, 2.78149], [4.48583, -1.90825, 3.24568], [2.15146, -3.71855, 1.71641], [1.21254, -4.45148, 0.76030], [5.45243, -0.93388, -1.06558], [5.06646, -0.31395, 0.54431], [3.93269, -0.07598, -0.77719], [4.66735, -2.78124, 0.49483], [3.62318, -2.59447, -0.90876], [2.48269, -1.18573, 3.56413], [3.47549, -0.09995, 2.62630], [4.25788, -2.95480, 3.46085], [4.88641, -1.45637, 4.15648], [5.27849, -1.88506, 2.49500], [1.72527, -3.72077, 2.72355], [3.11781, -4.22817, 1.76345], [0.25566, -3.92773, 0.71543], [1.03041, -5.48604, 1.06476], [1.63039, -4.46315, -0.24978]], "forces_ev_per_angstrom": [[0.4, 0.6, -0.2], [0.3, 0.1, 0.0], [0.0, -0.1, 0.2], [0.0, -0.3, -0.2], [0.0, 0.1, -0.1], [0.1, -0.1, 0.0], [0.3, 0.3, 0.2], [0.1, 0.1, 0.0], [-0.1, 0.2, -0.1], [0.2, -0.4, 0.0], [-0.1, 0.0, -0.1], [0.0, 0.0, 0.0], [0.0, 0.0, 0.1], [-0.1, -0.1, 0.0], [-0.1, 0.1, -0.1], [0.0, 0.0, 0.1], [-0.2, -0.2, 0.0], [-0.1, -0.2, -0.1], [0.0, -0.2, -0.1], [0.0, 0.0, 0.2], [-0.1, 0.0, 0.1], [0.1, 0.5, 0.4], [-0.4, -0.1, -0.3], [0.2, -0.1, 0.1], [0.3, 0.3, 0.2], [-0.3, 0.0, 0.0], [-0.1, -0.2, -0.2], [0.3, -0.2, 0.0], [-0.1, 0.3, 0.2], [-0.2, 0.0, 0.1], [-0.5, -0.2, -0.1], [0.1, -0.3, -0.3], [0.0, 0.0, 0.0], [0.1, 0.0, 0.0], [0.1, 0.0, 0.0], [0.0, 0.0, 0.0], [0.0, 0.0, 0.0], [0.0, 0.0, 0.0], [0.0, 0.0, 0.0], [0.0, 0.0, 0.0], [0.1, 0.0, -0.1], [-0.3, 0.0, 0.2], [0.1, 0.3, 0.0], [0.3, 0.0, 0.2], [-0.2, -0.2, 0.1], [0.0, 0.1, -0.2], [0.1, 0.0, 0.0], [0.0, 0.0, 0.0], [0.0, 0.0, -0.1], [0.1, 0.0, 0.0], [-0.3, 0.0, 0.0], [0.0, 0.0, 0.0], [0.0, 0.0, 0.0], [0.0, 0.0, 0.0], [0.4, 0.0, -0.6], [0.0, 0.0, 0.1], [0.0, 0.0, 0.0], [0.0, 0.0, 0.0], [0.0, 0.0, 0.0], [-0.2, -0.4, 0.0], [0.2, 1.7, 0.0], [-0.5, -1.2, 0.8], [0.0, 0.0, 0.0], [0.0, 0.0, 0.1], [0.0, -0.1, -0.1], [-0.1, 0.0, 0.0], [0.1, 0.0, 0.0], [0.3, -0.5, -0.1], [0.1, 0.0, 0.0], [-0.1, 0.0, -0.1], [-0.1, 0.0, 0.0], [0.1, 0.1, 0.0], [0.0, 0.0, 0.0], [0.0, 0.0, 0.0], [0.0, 0.0, 0.0], [-0.1, 0.0, 0.0], [-0.1, 0.0, 0.1], [-0.1, 0.1, -0.1], [-0.1, 0.0, 0.0], [0.0, 0.0, 0.0], [0.0, 0.0, 0.0], [0.0, 0.0, 0.0], [0.0, 0.1, 0.0], [0.0, 0.1, 0.0], [0.0, -0.1, -0.1], [0.0, 0.0, 0.0], [-0.1, 0.0, 0.0]], "orbital_gap_ev": 4.59, "de_lowest_kcal_mol": 42.0, "max_force_ev_per_a": 1.76, "total_charge": -2}



[2]
{"formula": "C28H36ClF5N3O2RuS3Si", "method": "ωB97M-V with the def2-TZVPD basis set", "elements": ["Ru", "F", "C", "C", "F", "C", "F", "C", "S", "C", "F", "C", "F", "C", "C", "C", "C", "C", "O", "C", "C", "C", "C", "C", "C", "Cl", "C", "C", "C", "N", "C", "N", "C", "N", "H", "H", "H", "H", "H", "H", "H", "H", "H", "H", "H", "H", "H", "H", "H", "H", "H", "H", "H", "H", "H", "H", "C", "O", "C", "S", "S", "H", "H", "H", "C", "Si", "C", "C", "C", "H", "H", "H", "H", "H", "H", "H", "H", "H", "H", "H"], "xyz": [[-0.95568, -0.28213, -3.54999], [4.26963, 4.30668, -1.17340], [3.21009, 3.72560, -1.73472], [2.81367, 2.46229, -1.34707], [3.49463, 1.81582, -0.39741], [1.70769, 1.86115, -1.92831], [1.39774, 0.64511, -1.46382], [0.95791, 2.48137, -2.92164], [-0.46711, 1.89780, -3.80055], [1.38544, 3.76414, -3.27848], [0.71443, 4.44598, -4.21307], [2.48200, 4.38196, -2.71139], [2.84037, 5.60667, -3.09827], [1.48130, -1.25962, 4.13751], [0.70028, -1.18484, 2.81905], [0.91309, -2.52622, 2.10572], [1.32990, -0.06284, 1.98213], [-0.82856, -0.95715, 3.09444], [-1.29733, -1.92337, 4.04163], [-1.22693, 0.46114, 3.54404], [-0.79724, 0.94960, 4.94423], [0.24888, 2.04252, 4.94783], [1.33767, 1.99480, 5.81103], [2.29037, 3.00365, 5.83328], [2.14721, 4.08247, 4.98033], [3.33469, 5.35109, 4.99210], [1.06578, 4.16675, 4.11805], [0.12591, 3.14944, 4.11019], [-1.72069, -1.34458, 1.89177], [-1.48293, -0.63116, 0.64872], [-1.06546, -1.13321, -0.51228], [-0.94260, -0.16276, -1.40175], [-1.34887, 0.94347, -0.71463], [-1.68037, 0.69890, 0.52689], [2.52109, -1.50491, 3.91427], [1.10109, -2.04172, 4.79695], [1.49080, -0.31057, 4.66713], [1.97589, -2.77263, 2.10598], [0.60046, -2.50233, 1.06171], [0.38320, -3.33422, 2.61343], [2.38185, -0.30011, 1.80935], [1.29536, 0.89756, 2.49920], [0.86541, 0.05953, 1.00394], [-1.05107, -1.63608, 4.92605], [-2.31662, 0.49164, 3.49326], [-0.88548, 1.16458, 2.78947], [-0.44137, 0.13681, 5.58249], [-1.68614, 1.33588, 5.44840], [1.45016, 1.15351, 6.48549], [3.13748, 2.95265, 6.50306], [0.96454, 5.02119, 3.46331], [-0.71839, 3.22549, 3.43508], [-2.76178, -1.19742, 2.17467], [-1.57863, -2.40192, 1.68072], [-0.85104, -2.17647, -0.66503], [-1.38318, 1.92348, -1.16022], [-5.21713, 1.04108, -5.70556], [-3.92559, 0.61209, -6.16609], [-3.05826, 0.15824, -5.29222], [-3.36812, 0.06211, -3.60730], [-1.53600, -0.33057, -5.84219], [-5.70308, 1.45996, -6.58030], [-5.10701, 1.79164, -4.92558], [-5.77944, 0.18988, -5.32484], [0.92825, -4.49359, -4.69417], [0.14178, -3.31207, -3.47222], [0.76788, -3.77809, -1.74757], [-1.72979, -3.50080, -3.56874], [0.62497, -1.55404, -3.88040], [0.65721, -5.52699, -4.46108], [2.01683, -4.41683, -4.66363], [0.60385, -4.28237, -5.71499], [1.63385, -4.43674, -1.84648], [0.02401, -4.31985, -1.15624], [1.10897, -2.91128, -1.17868], [-2.05430, -4.44695, -3.12830], [-2.05691, -3.48029, -4.61099], [-2.28566, -2.70528, -3.05695], [0.86194, -1.51484, -4.94993], [1.52322, -1.25888, -3.33642]], "forces_ev_per_angstrom": [[-0.3, 0.0, 0.8], [0.0, 0.0, 0.0], [0.0, 0.0, 0.0], [0.0, 0.0, 0.0], [0.0, 0.0, 0.0], [0.1, 0.0, 0.0], [0.4, 0.0, -0.2], [-0.2, 0.1, 0.1], [0.5, -0.2, -0.2], [0.0, 0.0, 0.0], [0.0, 0.0, 0.0], [0.0, 0.0, 0.0], [0.0, 0.0, 0.0], [0.0, 0.0, 0.0], [0.0, 0.0, 0.0], [0.0, 0.0, 0.0], [0.0, 0.0, 0.0], [0.0, 0.0, 0.0], [0.0, 0.0, 0.0], [0.0, 0.0, 0.0], [0.0, 0.0, 0.0], [0.0, 0.0, 0.0], [0.0, 0.0, 0.0], [0.0, 0.0, 0.0], [0.0, 0.0, 0.0], [0.0, 0.0, 0.0], [0.0, 0.0, 0.0], [0.0, 0.0, 0.0], [0.0, 0.0, 0.0], [0.0, 0.0, 0.0], [0.2, 0.1, 0.0], [-0.7, -0.3, 0.0], [0.1, 0.0, 0.0], [0.0, 0.0, 0.0], [0.0, 0.0, 0.0], [0.0, 0.0, 0.0], [0.0, 0.0, 0.0], [0.0, 0.0, 0.0], [0.0, 0.0, 0.0], [0.0, 0.0, 0.0], [0.0, 0.0, 0.0], [0.0, 0.0, 0.0], [0.0, 0.0, 0.0], [0.0, 0.0, 0.0], [0.0, 0.0, 0.0], [0.0, 0.0, 0.0], [0.0, 0.0, 0.0], [0.0, 0.0, 0.0], [0.0, 0.0, 0.0], [0.0, 0.0, 0.0], [0.0, 0.0, 0.0], [0.0, 0.0, 0.0], [0.0, 0.0, 0.0], [0.0, 0.0, 0.0], [0.0, 0.0, -0.1], [-0.1, 0.0, 0.0], [0.0, 0.0, 0.0], [0.0, 0.0, 0.0], [-0.1, -0.2, -0.1], [-0.1, 0.1, -0.3], [-0.2, 0.1, 0.0], [0.0, 0.0, 0.0], [0.0, 0.0, 0.0], [0.0, 0.0, 0.0], [-0.1, -0.1, 0.0], [0.1, 0.1, 0.1], [0.0, 0.0, 0.0], [0.0, 0.1, 0.0], [0.2, 0.4, -0.5], [0.0, 0.0, 0.0], [0.0, 0.0, 0.0], [0.0, 0.0, 0.0], [0.0, 0.0, 0.0], [0.0, 0.0, 0.0], [0.0, 0.0, 0.0], [0.0, 0.0, 0.0], [0.0, 0.0, 0.0], [0.0, 0.0, 0.0], [0.2, -0.1, 0.1], [0.1, 0.0, 0.2]], "orbital_gap_ev": [6.99, 7.34], "de_lowest_kcal_mol": 16.0, "s_squared": 0.757, "max_force_ev_per_a": 0.83, "multiplicity": 2}